DFT (ωB97M-V with the def2-TZVPD basis set) results for the molecule C21H26N4O4S in a non-equilibrium geometry.

The geometry in ORCA input format:
```
! wB97M-V def2-TZVPD RIJCOSX def2/J DEFGRID3
* xyz 0 1
O 0.46277 3.23697 0.81070
C -0.62107 2.74621 1.06388
C -0.97146 2.17669 2.43375
C 0.23086 2.23216 3.37491
N 1.29965 1.38285 2.90027
C 1.72426 0.31374 3.58645
O 1.30488 0.02434 4.69341
C 2.81999 -0.55850 2.95433
C 2.22001 -1.95346 2.73576
C 1.05784 -1.86838 1.73980
N 1.26907 -0.76623 0.82942
S 0.04410 -0.39214 -0.20583
O 0.47586 0.74086 -0.96635
O -1.15351 -0.30696 0.57719
C -0.11753 -1.78305 -1.32031
C -1.02225 -2.78524 -1.03179
C -1.13801 -3.86077 -1.89757
C -0.34885 -3.91815 -3.03569
C 0.55518 -2.90477 -3.31553
C 0.67397 -1.82934 -2.45095
C 2.63380 -0.53394 0.43140
C 3.45270 -0.06481 1.64835
N -1.65617 2.72769 0.19629
C -1.46892 3.01631 -1.20730
C -1.79300 1.80775 -2.04586
C -1.14689 1.55889 -3.25388
C -1.45437 0.40124 -3.94362
C -2.40409 -0.46306 -3.41749
C -3.01618 -0.10626 -2.22870
N -2.72390 0.99713 -1.56404
H -1.29606 1.14433 2.29610
H -1.79878 2.75114 2.85379
H 0.60019 3.26165 3.43057
H -0.03859 1.88406 4.37442
H 1.56453 1.54532 1.94109
H 3.59679 -0.63645 3.72263
H 1.85831 -2.34687 3.68502
H 2.99558 -2.62124 2.35579
H 0.95753 -2.81863 1.19026
H 0.11654 -1.66716 2.25465
H -1.63225 -2.69482 -0.14712
H -1.84402 -4.64977 -1.68723
H -0.44254 -4.75485 -3.71195
H 1.16277 -2.95168 -4.20657
H 1.35217 -1.01368 -2.64552
H 3.06854 -1.45108 0.00615
H 2.60597 0.23119 -0.34426
H 3.54415 1.02103 1.65947
H 4.46180 -0.47407 1.56825
H -2.41783 2.08655 0.37469
H -0.42654 3.30913 -1.35165
H -2.12324 3.84986 -1.49843
H -0.40445 2.24881 -3.62205
H -0.95805 0.16774 -4.87517
H -2.66061 -1.38417 -3.91800
H -3.77868 -0.72902 -1.77881
*
```

Properties
* calculated total energy: -1734.0504 a.u.
* energy above the lowest of the compared OMol25 structures with the same formula, charge and spin: 33.09 kcal/mol
* structure (SMILES): O=C(CCNC(=O)C1CCN(S(=O)(=O)c2ccccc2)CC1)NCc1ccccn1